{
  "formula": "C27H42N6O2",
  "method": "the ωB97M-V functional and the def2-TZVPD basis",
  "charge": 0,
  "multiplicity": 1,
  "homo_ev": -7.500,
  "smiles": "CCCN(CCC)CCNC(=O)CCC(=O)Nc1ccc2nc(N3CCN(C)CC3)cc(C)c2c1",
  "mol_weight_g_mol": 482.67,
  "homo_lumo_gap_ev": 8.0,
  "total_energy_ev": -41718.3967,
  "elements": ["C", "C", "C", "N", "C", "C", "C", "C", "C", "N", "C", "O", "C", "C", "C", "O", "N", "C", "C", "C", "C", "N", "C", "N", "C", "C", "N", "C", "C", "C", "C", "C", "C", "C", "C", "H", "H", "H", "H", "H", "H", "H", "H", "H", "H", "H", "H", "H", "H", "H", "H", "H", "H", "H", "H", "H", "H", "H", "H", "H", "H", "H", "H", "H", "H", "H", "H", "H", "H", "H", "H", "H", "H", "H", "H", "H", "H"],
  "coordinates": [[4.965, 2.063, 1.743], [3.450, 1.922, 1.853], [2.650, 2.650, 0.760], [2.405, 1.846, -0.433], [1.112, 2.159, -1.028], [0.682, 1.196, -2.132], [-0.741, 1.500, -2.585], [3.495, 1.884, -1.401], [3.911, 0.475, -1.836], [4.408, -0.266, -0.703], [5.431, -1.137, -0.779], [6.025, -1.376, -1.812], [5.771, -1.815, 0.544], [4.764, -2.933, 0.854], [3.395, -2.314, 1.084], [3.188, -1.569, 2.023], [2.476, -2.629, 0.137], [1.166, -2.145, -0.006], [0.417, -2.633, -1.095], [-0.858, -2.198, -1.315], [-1.451, -1.247, -0.458], [-2.705, -0.847, -0.724], [-3.277, 0.057, 0.050], [-4.512, 0.500, -0.331], [-5.179, -0.168, -1.429], [-6.112, -1.258, -0.902], [-7.083, -0.671, 0.006], [-8.058, -1.639, 0.456], [-6.404, -0.028, 1.115], [-5.478, 1.068, 0.578], [-2.595, 0.610, 1.172], [-1.326, 0.211, 1.476], [-0.602, 0.778, 2.657], [-0.698, -0.758, 0.641], [0.609, -1.224, 0.850], [5.356, 1.595, 0.844], [5.439, 1.593, 2.601], [5.248, 3.115, 1.735], [3.148, 2.341, 2.816], [3.170, 0.867, 1.862], [3.150, 3.601, 0.515], [1.676, 2.906, 1.183], [1.100, 3.190, -1.431], [0.362, 2.102, -0.235], [1.349, 1.279, -2.991], [0.732, 0.177, -1.750], [-1.043, 0.808, -3.367], [-1.439, 1.399, -1.757], [-0.812, 2.514, -2.973], [4.363, 2.376, -0.959], [3.212, 2.460, -2.293], [4.712, 0.522, -2.579], [3.057, -0.051, -2.275], [3.904, -0.116, 0.158], [6.772, -2.238, 0.459], [5.753, -1.086, 1.355], [4.752, -3.660, 0.041], [5.069, -3.435, 1.774], [2.770, -3.253, -0.601], [0.867, -3.357, -1.762], [-1.439, -2.564, -2.147], [-4.418, -0.599, -2.078], [-5.763, 0.579, -1.973], [-6.650, -1.716, -1.735], [-5.506, -2.036, -0.404], [-7.606, -2.467, 1.025], [-8.572, -2.053, -0.411], [-8.789, -1.140, 1.090], [-7.155, 0.415, 1.774], [-5.805, -0.750, 1.703], [-4.994, 1.584, 1.404], [-6.078, 1.792, 0.017], [-3.072, 1.359, 1.784], [-1.208, 1.533, 3.154], [-0.373, -0.011, 3.372], [0.339, 1.227, 2.348], [1.180, -0.859, 1.684]],
  "forces_ev_per_angstrom": [[-0.155, -0.060, 0.099], [0.072, 0.297, -0.131], [0.005, -0.170, 0.288], [-0.009, 0.079, 0.102], [-0.064, -0.216, -0.193], [-0.143, 0.254, 0.143], [0.242, -0.046, 0.017], [0.092, -0.364, -0.175], [0.043, 0.191, -0.260], [-0.289, 0.412, -0.013], [0.146, -0.031, 0.520], [0.199, -0.188, -0.326], [0.040, -0.105, -0.187], [0.042, 0.214, 0.140], [0.247, -0.543, -0.170], [-0.004, 0.208, 0.174], [-0.063, -0.365, -0.286], [-0.217, 0.326, 0.291], [-0.083, 0.053, 0.004], [0.198, -0.040, 0.041], [0.460, 0.130, 0.482], [-0.596, 0.193, 0.048], [0.570, -0.351, -0.358], [-0.220, 0.180, -0.154], [-0.057, -0.352, -0.285], [0.093, 0.212, -0.185], [0.033, 0.003, 0.033], [0.037, 0.033, 0.000], [0.016, 0.284, -0.076], [-0.158, -0.061, 0.418], [0.180, -0.014, 0.196], [-0.285, 0.077, -0.072], [-0.092, 0.002, -0.037], [-0.327, -0.234, -0.537], [0.208, -0.054, 0.054], [0.104, -0.018, -0.071], [0.131, -0.030, 0.050], [0.078, 0.088, -0.021], [-0.032, -0.048, 0.047], [-0.123, 0.000, 0.066], [-0.072, 0.027, -0.004], [0.021, 0.025, -0.062], [-0.031, -0.009, 0.050], [-0.020, 0.064, 0.005], [0.089, -0.081, -0.019], [0.106, -0.096, 0.003], [-0.118, -0.037, -0.083], [-0.132, -0.007, 0.093], [-0.065, 0.115, -0.070], [-0.029, 0.016, -0.035], [0.022, 0.031, 0.041], [-0.119, -0.019, 0.035], [0.071, 0.080, -0.070], [0.078, -0.100, 0.127], [-0.063, 0.095, -0.031], [0.011, -0.018, 0.040], [0.014, -0.036, 0.010], [-0.098, -0.018, -0.053], [0.093, 0.130, 0.203], [0.020, -0.076, -0.083], [-0.067, -0.037, -0.090], [-0.199, 0.095, -0.015], [0.001, -0.047, -0.004], [0.036, -0.039, 0.001], [-0.035, -0.010, -0.021], [0.004, -0.024, 0.012], [-0.062, -0.064, 0.008], [-0.067, -0.047, 0.037], [0.033, -0.023, 0.034], [-0.041, 0.023, 0.003], [-0.024, 0.025, -0.065], [0.033, 0.001, 0.112], [0.006, 0.049, 0.053], [0.008, 0.030, 0.031], [0.074, -0.022, 0.076], [0.131, 0.047, 0.029], [0.072, 0.011, 0.031]],
  "mulliken_charge": [-1.603, 0.188, -1.147, 1.242, -1.245, 0.573, -1.556, -1.227, -0.648, 0.511, 0.613, -0.706, -0.439, -0.731, 0.247, -0.675, 0.120, 0.385, -0.710, -0.707, -1.468, -0.037, 1.027, 0.095, -0.933, -0.673, -0.142, -1.113, -0.560, -1.073, -0.902, 0.661, -1.524, 1.177, -0.403, 0.279, 0.381, 0.428, 0.554, -0.226, 0.335, 0.582, 0.328, 0.265, 0.514, -0.369, 0.386, 0.110, 0.481, 0.466, 0.394, 0.465, 0.146, -0.550, 0.410, 0.211, 0.282, 0.349, 0.203, 0.387, 0.489, 0.431, 0.404, 0.515, 0.353, 0.386, 0.342, 0.342, 0.540, 0.275, 0.380, 0.422, 0.176, 0.340, 0.420, 0.107, 0.645]
}